Entry 1:
44
Properties=species:S:1:pos:R:3 method="wB97M-V/def2-TZVPD" charge=0 e_homo_ev=-8.279 e_above_lowest_ev=0.691
C 4.70542 1.18659 0.60344
C 4.03403 -0.17019 0.42329
C 2.68548 -0.12424 -0.32023
N 1.51439 0.32014 0.41194
C 1.20480 -0.48453 1.57672
C -0.29232 -0.57337 1.84522
O -0.75470 -0.36358 2.94802
N -1.10242 -0.88075 0.78885
C -0.69368 -1.24652 -0.50288
C 0.17995 -2.29225 -0.76338
C 0.51351 -2.61356 -2.06837
C -0.03344 -1.90479 -3.12429
C -0.95189 -0.89914 -2.88076
C -1.30163 -0.58227 -1.57661
N -2.26276 0.38553 -1.29861
C -2.94821 0.46011 -0.12402
O -3.83036 1.26419 0.05727
C -2.51652 -0.58461 0.89826
H -3.11298 -1.49170 0.73286
H -2.71473 -0.21606 1.90730
H -2.57028 0.98892 -2.05077
H -1.40738 -0.36137 -3.69928
H 0.23765 -2.14844 -4.13971
H 1.19864 -3.42517 -2.25993
H 0.58629 -2.86407 0.05583
H 1.64589 -0.07675 2.50184
H 1.59840 -1.49258 1.43863
C 1.44501 1.74808 0.67249
C 0.01099 2.27828 0.63270
C -0.02008 3.79698 0.75034
H -1.04645 4.15428 0.73112
H 0.43638 4.11643 1.68461
H 0.52272 4.25861 -0.07234
H -0.44666 1.97460 -0.30962
H -0.56830 1.84880 1.44986
H 2.01800 2.26066 -0.10287
H 1.88526 2.00478 1.64999
H 2.78163 0.51663 -1.20050
H 2.46088 -1.13385 -0.67972
H 4.70106 -0.81218 -0.15740
H 3.89597 -0.64072 1.39852
H 5.70402 1.05490 1.01544
H 4.14379 1.82287 1.28085
H 4.79705 1.69671 -0.35339

=====

Entry 2:
62
Properties=species:S:1:pos:R:3 method="wB97M-V/def2-TZVPD" charge=0 e_homo_ev=-8.817 e_above_lowest_ev=0.157
C 1.20604 3.16184 2.89893
C 2.42755 3.00822 2.00309
H 2.90597 3.97615 1.82108
H 3.15041 2.31188 2.43416
O 2.04864 2.43010 0.75187
C 1.58727 3.24749 -0.19060
O 1.62236 4.44963 -0.12956
C 0.94274 2.48210 -1.33327
C -0.52874 2.29218 -0.93290
H -0.56438 1.76609 0.02417
H -1.01111 3.26417 -0.81712
C -1.26070 1.47727 -2.00202
N -0.61496 0.19901 -2.18199
C -1.08130 -1.02230 -1.83648
O -0.39090 -2.02086 -1.94695
C -2.51575 -1.12556 -1.34237
H -2.79603 -2.17427 -1.44345
H -3.18514 -0.52025 -1.95147
C -2.61871 -0.72270 0.13938
N -1.81877 -1.62433 0.93817
S -0.59817 -1.04218 1.90106
O -0.58694 0.39793 1.82496
O -0.74198 -1.64553 3.19692
C 0.88788 -1.66483 1.14658
C 2.04037 -0.91582 1.25266
C 3.22482 -1.37862 0.70193
C 3.24278 -2.60477 0.04129
C 2.06578 -3.35627 -0.04899
C 0.89399 -2.89011 0.50471
H -0.01647 -3.45834 0.42536
H 2.10010 -4.29866 -0.57028
O 4.33765 -3.15429 -0.53870
C 5.55727 -2.45117 -0.49196
H 6.27644 -3.07634 -1.01862
H 5.48214 -1.48292 -0.99643
H 5.89532 -2.30119 0.53807
H 4.11414 -0.77530 0.78800
H 2.00049 0.03592 1.75725
H -2.30884 -2.39130 1.36523
H -2.15332 0.25608 0.28348
C -4.06702 -0.63075 0.66430
C -4.89588 -1.87288 0.34345
H -5.84423 -1.83099 0.87431
H -5.10698 -1.93255 -0.72135
H -4.37990 -2.78151 0.64529
C -4.76598 0.62376 0.14347
H -4.19081 1.51361 0.38840
H -5.74907 0.71688 0.59874
H -4.90071 0.57890 -0.93517
H -3.98233 -0.54018 1.75388
C 0.76123 0.33485 -2.61829
C 1.57652 1.11637 -1.59015
H 1.59869 0.55211 -0.65852
H 2.59982 1.23458 -1.94962
H 0.77017 0.85350 -3.58441
H 1.16768 -0.66983 -2.74417
H -1.21967 2.01531 -2.95872
H -2.30488 1.35371 -1.72511
H 0.99633 3.10860 -2.23009
H 0.63387 2.23546 2.90420
H 0.56957 3.95927 2.52294
H 1.51561 3.40363 3.91142

=====

Entry 3:
9
Properties=species:S:1:pos:R:3 method="wB97M-V/def2-TZVPD" charge=0 e_homo_ev="-9.860 / -9.855" e_above_lowest_ev=4.020
C -1.19106 0.01438 -0.09232
N 0.04684 0.66331 -0.56706
N 1.50252 -0.41335 0.05647
O 1.12890 -1.44673 0.42747
O 2.50753 0.09721 -0.21202
F 0.36241 1.81905 0.10225
H -1.68566 0.43907 0.69063
H -1.84028 -0.17992 -0.83407
H -0.83121 -0.99302 0.42866

=====

How do the records compare in energy? In the order shown, they have -25531.5101 -48397.5967 -10871.2072 eV.